2 unconnected molecules or ions with the total composition C67H79N6O3 in a non-equilibrium geometry, computed with ωB97M-V with the def2-TZVPD basis set.

Positions of all 155 atoms, in Å:
C (3.131, 4.477, 0.001)
N (2.445, 3.315, -0.520)
C (2.921, 2.653, -1.611)
O (3.930, 2.945, -2.255)
C (2.022, 1.465, -1.858)
C (2.727, 0.121, -1.788)
C (3.162, -0.157, -0.369)
C (4.218, 0.582, 0.178)
C (4.499, 0.490, 1.544)
C (3.765, -0.401, 2.347)
C (2.759, -1.192, 1.780)
C (2.495, -1.105, 0.412)
N (1.032, 1.555, -0.797)
C (0.068, 0.609, -0.595)
C (-0.912, 0.664, 0.398)
C (-2.094, -0.109, 0.488)
C (-3.363, 0.600, 0.646)
C (-3.811, 1.504, -0.351)
C (-4.963, 2.269, -0.174)
C (-5.656, 2.239, 1.047)
C (-5.152, 1.445, 2.096)
C (-4.069, 0.586, 1.888)
C (1.196, 2.781, -0.004)
C (1.322, 2.582, 1.523)
C (0.714, 3.865, 2.087)
C (-0.190, 4.518, 1.008)
C (0.039, 3.776, -0.306)
H (3.966, 4.726, -0.663)
H (2.447, 5.332, 0.060)
H (3.539, 4.279, 1.003)
H (1.548, 1.632, -2.846)
H (2.022, -0.636, -2.146)
H (3.585, 0.188, -2.467)
H (4.828, 1.216, -0.474)
H (5.296, 1.106, 1.974)
H (3.975, -0.467, 3.422)
H (2.198, -1.901, 2.397)
H (1.755, -1.759, -0.050)
H (-0.017, -0.150, -1.395)
H (-0.845, 1.464, 1.135)
H (-2.095, -1.188, 0.313)
H (-3.216, 1.615, -1.275)
H (-5.318, 2.926, -0.972)
H (-6.561, 2.831, 1.181)
H (-5.601, 1.514, 3.086)
H (-3.681, -0.047, 2.695)
H (0.785, 1.676, 1.820)
H (2.373, 2.417, 1.805)
H (0.150, 3.655, 3.005)
H (1.534, 4.558, 2.345)
H (-1.249, 4.436, 1.295)
H (0.036, 5.591, 0.888)
H (0.343, 4.435, -1.135)
H (-0.839, 3.193, -0.615)
C (-5.249, -5.606, 5.453)
C (-5.435, -4.138, 5.790)
C (-6.674, -3.569, 5.092)
C (-5.699, -4.067, 7.301)
C (-4.225, -3.204, 5.442)
C (-4.365, -1.914, 5.956)
C (-3.367, -0.970, 5.870)
C (-2.130, -1.335, 5.353)
C (-1.932, -2.595, 4.791)
C (-0.508, -2.981, 4.291)
C (-0.112, -4.407, 4.727)
C (0.536, -1.998, 4.837)
C (-0.517, -2.817, 2.773)
C (-3.067, -3.451, 4.655)
N (-3.053, -4.524, 3.674)
C (-3.379, -4.528, 2.332)
C (-3.665, -3.360, 1.627)
C (-4.537, -3.357, 0.457)
C (-4.058, -3.533, -0.875)
C (-4.916, -3.962, -1.875)
C (-6.270, -4.221, -1.554)
N (-6.983, -5.129, -2.394)
O (-8.135, -5.524, -2.079)
O (-6.402, -5.525, -3.438)
C (-6.821, -3.788, -0.323)
C (-5.951, -3.296, 0.638)
N (-3.399, -5.893, 1.962)
C (-3.798, -6.565, 0.731)
C (-2.840, -6.822, -0.289)
C (-1.287, -6.638, -0.292)
C (-0.556, -7.915, -0.761)
C (-0.683, -6.282, 1.057)
C (-0.985, -5.524, -1.306)
C (-3.290, -7.307, -1.530)
C (-4.578, -7.760, -1.688)
C (-5.470, -7.692, -0.631)
C (-5.122, -7.131, 0.601)
C (-6.222, -7.216, 1.718)
C (-7.577, -7.673, 1.144)
C (-6.495, -5.843, 2.298)
C (-5.858, -8.200, 2.833)
C (-2.935, -6.611, 3.090)
C (-2.586, -8.051, 3.197)
C (-2.658, -9.007, 2.142)
C (-2.325, -10.346, 2.364)
C (-1.943, -10.787, 3.632)
C (-1.850, -9.861, 4.685)
C (-2.160, -8.515, 4.472)
N (-2.765, -5.804, 4.119)
H (-4.390, -6.054, 5.971)
H (-6.166, -6.166, 5.709)
H (-5.113, -5.756, 4.382)
H (-6.874, -2.558, 5.465)
H (-6.541, -3.517, 4.004)
H (-7.552, -4.190, 5.304)
H (-5.966, -3.055, 7.614)
H (-6.535, -4.726, 7.571)
H (-4.813, -4.377, 7.866)
H (-5.296, -1.638, 6.456)
H (-3.543, 0.049, 6.216)
H (-1.324, -0.611, 5.413)
H (-0.578, -5.174, 4.094)
H (0.982, -4.548, 4.668)
H (-0.419, -4.586, 5.768)
H (0.353, -0.997, 4.429)
H (0.510, -1.954, 5.934)
H (1.550, -2.283, 4.531)
H (-0.778, -1.780, 2.517)
H (0.456, -3.072, 2.334)
H (-1.282, -3.455, 2.328)
H (-3.351, -2.439, 2.101)
H (-2.998, -3.391, -1.089)
H (-4.584, -4.194, -2.887)
H (-7.890, -3.934, -0.146)
H (-6.333, -2.981, 1.616)
H (-0.785, -8.177, -1.801)
H (0.531, -7.750, -0.701)
H (-0.801, -8.774, -0.125)
H (-1.176, -5.402, 1.482)
H (-0.742, -7.121, 1.767)
H (0.382, -6.023, 0.925)
H (-1.749, -4.742, -1.250)
H (-0.007, -5.064, -1.100)
H (-0.973, -5.925, -2.330)
H (-2.597, -7.359, -2.374)
H (-4.909, -8.179, -2.635)
H (-6.474, -8.079, -0.804)
H (-7.529, -8.717, 0.811)
H (-8.365, -7.605, 1.910)
H (-7.887, -7.030, 0.307)
H (-5.570, -5.324, 2.556)
H (-7.011, -5.236, 1.548)
H (-7.133, -5.904, 3.192)
H (-4.912, -7.932, 3.309)
H (-6.628, -8.183, 3.624)
H (-5.763, -9.222, 2.437)
H (-2.975, -8.703, 1.146)
H (-2.377, -11.036, 1.525)
H (-1.714, -11.843, 3.796)
H (-1.535, -10.191, 5.674)
H (-2.073, -7.786, 5.279)

Computed properties:
- Largest force on an atom: 0.0677 Eh/bohr
- HOMO: -9.08 eV
- Charge: +1
- HOMO-LUMO gap: 4.22 eV
- E_LUMO: -0.1787 Eh

Atom charges from the Mulliken analysis, given in e for atoms 1 to 5:
1. C -0.99
2. N 0.35
3. C -0.08
4. O -0.69
5. C 0.56



9 unconnected molecules or ions with the total composition C67H86BCl2I2N9O5P in a non-equilibrium geometry, computed with ωB97M-V with the def2-TZVPD basis set.

Positions of all 173 atoms, in Å:
C (0.360, -4.410, 2.687)
C (0.702, -3.132, 2.571)
C (1.125, -1.586, 2.289)
C (0.835, -0.952, 3.790)
C (-0.756, -1.005, 4.183)
O (-1.307, 0.351, 4.440)
C (-2.760, 0.158, 4.483)
C (-3.639, 0.481, 3.137)
O (-3.323, -0.229, 5.577)
C (0.186, -0.837, 1.207)
I (0.083, 1.363, 1.527)
C (0.523, -1.217, -0.383)
C (0.856, 0.250, -1.049)
C (-0.023, 0.894, -2.032)
C (-0.925, -1.806, -0.901)
C (-1.020, -2.254, -2.419)
C (-2.616, -2.564, -2.714)
C (-3.199, -1.190, -3.408)
C (-4.681, -0.790, -2.896)
C (-4.823, 0.832, -3.130)
C (-4.150, 1.693, -1.914)
C (-3.275, 2.955, -2.492)
C (-2.543, 3.802, -1.297)
C (1.748, -2.261, -0.546)
Cl (1.195, -4.055, -0.568)
P (2.680, -2.165, -2.265)
O (1.812, -1.367, -3.484)
Cl (2.853, -4.152, -3.098)
C (2.981, -2.002, 0.547)
O (3.702, -0.962, -0.157)
C (5.089, -0.805, 0.009)
C (5.443, 0.805, -0.053)
C (5.948, 1.121, -1.586)
B (3.726, -3.457, 0.667)
O (3.418, -4.481, 1.692)
C (4.888, -4.044, -0.364)
C (6.322, -4.105, 0.451)
N (2.537, -1.378, 1.843)
I (3.967, -1.563, 3.387)
H (-0.047, -5.498, 2.751)
H (1.290, -1.634, 4.627)
H (1.315, 0.078, 3.943)
H (-0.904, -1.538, 5.217)
H (-1.396, -1.626, 3.458)
H (-4.725, 0.165, 3.333)
H (-3.135, -0.114, 2.283)
H (-3.507, 1.617, 2.953)
H (-0.907, -1.168, 1.453)
H (1.861, 0.808, -0.865)
H (-1.163, 0.955, -1.804)
H (0.396, 1.298, -3.022)
H (-1.209, -2.662, -0.164)
H (-1.680, -0.936, -0.721)
H (-0.734, -1.472, -3.215)
H (-0.480, -3.257, -2.685)
H (-2.771, -3.473, -3.399)
H (-3.194, -2.644, -1.701)
H (-2.522, -0.275, -3.231)
H (-3.226, -1.370, -4.554)
H (-4.768, -0.946, -1.760)
H (-5.481, -1.329, -3.521)
H (-4.260, 1.177, -4.096)
H (-5.927, 1.159, -3.289)
H (-3.392, 1.052, -1.298)
H (-4.983, 2.111, -1.212)
H (-3.917, 3.719, -3.068)
H (-2.456, 2.550, -3.223)
H (-2.941, 3.467, -0.269)
H (-1.389, 3.649, -1.281)
H (-2.763, 4.945, -1.407)
H (2.203, -0.458, -3.578)
H (5.642, -1.209, 0.920)
H (5.643, -1.249, -0.924)
H (6.236, 1.101, 0.729)
H (4.432, 1.344, 0.055)
H (5.877, 2.236, -1.853)
H (7.008, 0.713, -1.792)
H (5.241, 0.557, -2.325)
H (4.186, -4.527, 2.312)
H (5.086, -3.349, -1.259)
H (4.620, -5.112, -0.723)
H (6.204, -4.445, 1.543)
H (6.822, -3.049, 0.498)
H (7.102, -4.771, -0.109)
H (2.587, -0.333, 1.686)
N (-6.426, 2.500, 1.328)
C (-6.278, 3.698, 1.922)
C (-7.285, 4.340, 2.625)
C (-8.520, 3.715, 2.720)
C (-8.703, 2.479, 2.115)
C (-7.633, 1.916, 1.438)
H (-5.295, 4.147, 1.817)
H (-7.108, 5.304, 3.086)
H (-9.334, 4.186, 3.260)
H (-9.654, 1.964, 2.169)
H (-7.725, 0.950, 0.952)
N (8.327, -5.390, -4.164)
C (7.044, -5.306, -3.772)
C (5.968, -5.325, -4.644)
C (6.226, -5.433, -6.003)
C (7.541, -5.519, -6.438)
C (8.549, -5.495, -5.487)
H (6.893, -5.219, -2.700)
H (4.954, -5.256, -4.269)
H (5.409, -5.450, -6.718)
H (7.779, -5.604, -7.492)
H (9.593, -5.564, -5.777)
N (12.336, -4.026, -2.479)
C (11.491, -4.915, -3.033)
C (11.834, -6.226, -3.323)
C (13.123, -6.648, -3.029)
C (14.016, -5.752, -2.458)
C (13.578, -4.463, -2.203)
H (10.497, -4.537, -3.247)
H (11.111, -6.900, -3.767)
H (13.429, -7.667, -3.242)
H (15.030, -6.048, -2.217)
H (14.237, -3.726, -1.754)
N (-10.870, 5.085, 0.805)
C (-12.160, 5.187, 1.175)
C (-13.221, 5.174, 0.284)
C (-12.940, 5.052, -1.070)
C (-11.618, 4.947, -1.481)
C (-10.627, 4.966, -0.512)
H (-12.329, 5.283, 2.243)
H (-14.241, 5.256, 0.638)
H (-13.743, 5.039, -1.798)
H (-11.363, 4.851, -2.529)
H (-9.579, 4.884, -0.783)
N (17.762, -1.977, -0.348)
C (17.907, -0.782, 0.251)
C (16.905, -0.156, 0.975)
C (15.678, -0.797, 1.087)
C (15.500, -2.031, 0.477)
C (16.565, -2.576, -0.222)
H (18.882, -0.320, 0.132)
H (17.078, 0.807, 1.440)
H (14.868, -0.338, 1.645)
H (14.556, -2.558, 0.545)
H (16.477, -3.540, -0.713)
N (0.934, 5.263, 1.568)
C (0.959, 6.601, 1.437)
C (0.008, 7.447, 1.986)
C (-1.032, 6.883, 2.712)
C (-1.083, 5.504, 2.862)
C (-0.083, 4.745, 2.277)
H (1.789, 6.994, 0.859)
H (0.079, 8.520, 1.850)
H (-1.796, 7.512, 3.156)
H (-1.881, 5.030, 3.421)
H (-0.077, 3.662, 2.369)
N (-15.331, 7.005, -1.869)
C (-15.296, 7.292, -3.182)
C (-16.359, 7.844, -3.879)
C (-17.530, 8.115, -3.185)
C (-17.595, 7.828, -1.828)
C (-16.477, 7.279, -1.220)
H (-14.361, 7.059, -3.682)
H (-16.273, 8.057, -4.938)
H (-18.384, 8.547, -3.696)
H (-18.493, 8.026, -1.256)
H (-16.478, 7.041, -0.161)
N (-3.748, -5.059, 8.106)
C (-3.770, -4.676, 6.817)
C (-3.182, -3.513, 6.348)
C (-2.536, -2.690, 7.260)
C (-2.499, -3.058, 8.597)
C (-3.114, -4.244, 8.967)
H (-4.290, -5.351, 6.144)
H (-3.229, -3.255, 5.296)
H (-2.065, -1.770, 6.931)
H (-2.003, -2.439, 9.335)
H (-3.109, -4.577, 10.001)

Computed properties:
- Largest force on an atom: 0.1417 Eh/bohr
- HOMO: -10.63 eV
- Charge: +1
- HOMO-LUMO gap: 5.59 eV
- E_LUMO: -0.1851 Eh

Atom charges from the Mulliken analysis, given in e for atoms 1 to 5:
1. C -1.04
2. C -0.87
3. C 2.03
4. C -1.37
5. C -0.04